Entry 1:
33
Properties=species:S:1:pos:R:3:forces:R:3:lowdin_charge:R:1 method="wB97M-V/def2-TZVPD" total_energy_ev=-29364.903 e_above_lowest_kj_mol=47.8 homo_energy_ev=-11.96 largest_force_ev_per_a=3.353 charge=+1
C 0.15669 3.25907 -1.91723 -0.73 -0.26 -0.12 -0.06
C 0.73211 1.91969 -1.58954 -0.19 0.28 0.83 -0.54
Cl 2.38458 1.89547 -1.53458 -0.20 -0.43 0.13 0.97
C -0.07109 0.69762 -1.27129 0.95 -0.88 -1.69 -0.11
H -0.92612 3.18750 -2.02815 0.05 0.02 0.20 0.10
H 0.39578 3.94086 -1.07796 -0.02 -0.31 -0.14 0.13
H 0.52885 3.77277 -2.82389 0.33 -0.60 0.40 0.12
H 0.51767 -0.17060 -1.61868 0.01 0.42 -0.52 0.15
H -0.99262 0.78347 -1.86586 0.13 -0.09 0.32 0.15
C -0.43540 0.15426 0.15354 -1.64 0.19 2.92 -0.19
C -1.34820 -1.12629 0.15497 1.13 0.22 -0.59 -0.17
C -2.72272 -0.96879 0.10321 -0.73 0.44 -0.87 -0.05
C -3.54263 -1.96200 -0.45582 0.11 -0.34 -0.10 -0.06
C -2.97157 -3.16910 -0.88153 0.14 0.53 0.01 -0.07
C -1.60900 -3.40091 -0.64085 -0.36 -0.26 -0.21 -0.07
C -0.83041 -2.42109 -0.03789 0.61 0.26 -0.80 -0.04
C 0.72469 0.14704 1.15433 0.02 0.03 -0.94 -0.21
C 0.89846 1.26072 1.96957 0.85 0.77 -0.17 -0.04
C 2.17345 1.58040 2.47189 -0.17 -0.21 -0.23 -0.06
C 3.24189 0.70493 2.24238 0.10 0.43 0.03 -0.09
C 3.02495 -0.49063 1.56310 0.05 -0.12 -0.27 -0.07
C 1.75919 -0.78072 1.04197 0.74 0.33 -0.45 -0.05
H -1.11928 0.94287 0.47557 -0.04 -0.04 0.48 0.12
H -3.17730 -0.00047 0.34100 0.22 -0.26 -0.14 0.12
H -4.59786 -1.74460 -0.68819 0.60 -0.18 0.44 0.12
H -3.56036 -3.88133 -1.45955 0.14 0.13 0.28 0.11
H -1.12630 -4.29879 -1.06077 -0.34 0.36 0.65 0.12
H 0.23388 -2.63812 0.11862 -0.70 0.14 -0.23 0.09
H 0.10370 1.99851 2.07184 0.03 -0.18 -0.01 0.12
H 2.35171 2.57177 2.91055 -0.16 -0.65 0.09 0.11
H 4.26014 1.01039 2.51488 -0.50 -0.25 0.01 0.12
H 3.87337 -1.13376 1.28407 -0.50 0.22 0.44 0.12
H 1.66972 -1.64016 0.38029 0.09 0.30 0.25 0.09

---

Entry 2:
43
Properties=species:S:1:pos:R:3:forces:R:3:lowdin_charge:R:1 method="wB97M-V/def2-TZVPD" spin_multiplicity=3 total_energy_ev=-82715.286 e_above_lowest_kj_mol=216.5 s2=2.015 homo_energy_ev="-0.16 / -0.15" largest_force_ev_per_a=3.812 charge=-2
C -0.51751 0.92173 -2.15947 0.05 -1.42 -0.65 -0.39
C -1.37403 -0.23093 -1.95992 0.95 -0.32 -1.56 -0.41
C -0.52488 -1.37859 -1.76045 0.04 1.14 -0.96 -0.39
C -2.83993 -0.31147 -2.23686 -0.67 0.10 0.27 -0.09
C 0.83949 -0.91619 -1.68468 -0.62 0.28 -0.92 -0.37
C 0.85797 0.51479 -1.92412 -0.42 -0.77 -1.61 -0.35
C 2.10467 1.26238 -2.23080 -0.13 -0.12 -0.57 -0.12
C -1.01968 2.18353 -2.77240 0.22 0.56 0.15 -0.08
C -1.01081 -2.78026 -1.90499 0.07 -0.46 0.43 -0.08
C 2.04424 -1.79516 -1.67869 0.25 0.05 0.32 -0.05
W -0.29503 0.14339 -0.05540 1.24 0.47 3.57 0.74
Cl -2.44808 0.34697 0.89256 -1.04 -0.15 0.68 -0.09
Cl -0.22373 2.44983 0.21203 -0.66 0.78 0.16 0.12
Cl -0.13610 -1.98429 1.03699 -0.36 -0.79 0.28 0.03
H -3.37022 0.61975 -1.97102 0.34 -0.36 -0.05 0.07
H -3.32191 -1.11699 -1.65613 0.29 0.34 -0.14 0.07
H -3.04042 -0.51661 -3.29900 0.18 0.05 0.07 0.08
H -1.90438 -2.97392 -1.31165 0.03 0.05 0.12 0.07
H -0.25464 -3.51034 -1.60216 -0.08 0.18 0.08 0.06
H -1.26948 -2.99806 -2.94953 0.08 0.24 0.00 0.08
H 1.92241 -2.65947 -1.03319 -0.16 -0.09 0.17 0.05
H 2.93032 -1.25943 -1.33458 -0.13 0.02 0.00 0.08
H 2.24990 -2.15824 -2.68797 -0.01 0.01 -0.15 0.08
H 2.94956 0.80429 -1.71487 -0.10 0.26 0.00 0.06
H 2.09839 2.30495 -1.85569 0.03 -0.43 0.20 0.03
H 2.31792 1.22946 -3.29989 -0.18 -0.27 -0.51 0.07
H -1.92246 2.55364 -2.28896 0.00 -0.03 0.16 0.07
H -1.26293 2.01694 -3.83011 0.08 -0.16 0.06 0.08
H -0.27083 2.98043 -2.72549 -0.07 -0.19 0.12 0.07
O 2.57660 2.51062 -0.23555 1.03 2.86 1.07 -0.63
H 2.52447 3.47381 0.06078 0.05 -1.90 -0.15 -0.11
F -2.32320 -0.26002 6.48021 -0.59 -0.18 0.42 0.07
C -1.37453 -0.07983 5.55610 0.68 0.09 -0.54 -0.17
C -1.24123 1.16518 4.93405 0.41 0.07 -0.20 -0.15
F -2.06058 2.20095 5.25065 0.18 -0.46 0.22 0.07
C -0.22693 1.35262 4.00824 0.55 0.06 -0.09 -0.24
F 0.13429 2.61571 3.63657 -1.04 -0.96 0.13 0.04
C 0.56597 0.27802 3.53357 -0.71 -0.23 1.16 -0.63
S 1.50553 0.48015 2.13839 0.92 0.31 -1.18 0.55
C 0.54497 -0.88501 4.34651 0.10 0.57 -0.26 -0.24
F 1.59993 -1.74258 4.28015 -0.99 -0.02 -0.15 0.04
C -0.45805 -1.10349 5.28711 0.31 0.76 -0.44 -0.16
F -0.52456 -2.27976 5.94018 -0.11 0.03 0.26 0.07

---

Entry 3:
50
Properties=species:S:1:pos:R:3:forces:R:3:lowdin_charge:R:1 method="wB97M-V/def2-TZVPD" spin_multiplicity=2 total_energy_ev=-134904.576 e_above_lowest_kj_mol=39.8 s2=0.791 homo_energy_ev="-5.07 / -5.08" largest_force_ev_per_a=0.688 charge=-1
Pd 0.17205 -0.32303 0.46883 -0.45 -0.33 -0.39 0.79
N 1.44098 2.35690 -1.54550 -0.22 0.04 0.11 0.14
C 1.58037 2.65592 -0.19564 0.21 0.07 -0.46 -0.52
N 2.16827 3.76719 0.21879 0.00 -0.03 0.13 0.00
N 2.15716 3.64060 1.56331 -0.03 -0.04 -0.04 -0.13
N 1.60026 2.52695 1.90702 -0.07 0.02 -0.09 -0.10
N 1.19880 1.86626 0.78657 0.12 0.13 0.66 -0.06
C 1.13024 1.13173 -2.06649 0.05 0.22 0.12 -0.47
N 1.21382 0.86272 -3.35694 -0.02 -0.24 -0.11 0.02
N 0.82256 -0.42905 -3.46648 0.03 0.16 -0.08 -0.10
N 0.51663 -0.91504 -2.32512 0.06 0.00 0.14 -0.07
N 0.70201 0.06133 -1.39444 0.11 -0.02 -0.24 -0.12
H 1.77803 3.04699 -2.19278 0.04 -0.05 -0.03 0.13
Cl -4.51165 -0.64431 1.79097 0.01 -0.01 -0.08 -0.06
Ge -2.88810 -1.55352 0.41933 -0.10 -0.06 0.13 0.16
Cl -1.17287 -1.27118 2.21949 0.08 -0.09 0.07 0.06
Cl -3.48518 -3.71969 0.76411 0.00 0.06 0.11 -0.09
N -4.09181 2.64930 1.97682 0.04 -0.01 -0.03 0.00
C -3.35389 2.45737 0.73413 -0.04 0.13 0.07 -0.18
C -2.05978 1.72925 1.02521 -0.04 0.32 0.18 -0.59
O -1.49203 1.09648 0.15308 0.15 -0.40 -0.16 -0.12
O -1.59354 1.86273 2.23696 -0.07 -0.10 0.00 0.10
H -4.77714 3.38553 1.88786 0.03 0.04 0.03 0.08
H -2.29254 2.33073 2.74421 0.02 0.03 0.00 0.12
H -4.57183 1.78711 2.21823 -0.01 0.02 -0.02 0.00
H -3.05884 3.43567 0.34604 -0.02 -0.02 -0.08 0.14
H -3.87942 1.91615 -0.05412 0.00 -0.04 0.04 0.12
C 5.28155 -0.91171 -1.02960 0.00 0.04 0.02 -0.08
C 4.65032 -0.05764 -0.13078 0.05 -0.02 -0.04 -0.06
C 3.39424 -0.36124 0.35644 -0.04 -0.04 0.04 -0.02
C 2.76722 -1.54711 -0.04224 0.02 -0.08 0.08 -0.30
C 3.41279 -2.41716 -0.93261 -0.01 0.04 -0.01 -0.02
C 4.65924 -2.08748 -1.43031 -0.03 -0.01 0.03 -0.07
N 1.47832 -1.84738 0.40312 0.18 0.30 0.04 0.00
C 1.22009 -3.16523 0.73994 -0.10 -0.08 -0.07 -0.31
C 2.18099 -3.92299 1.42924 0.00 0.05 0.00 -0.01
C 1.89968 -5.22624 1.78925 -0.03 0.01 -0.03 -0.08
C 0.67903 -5.79763 1.44490 0.00 0.02 -0.01 -0.08
C -0.26654 -5.05633 0.74478 0.01 -0.05 0.01 -0.09
C -0.00533 -3.74562 0.40392 0.01 0.08 -0.04 -0.08
H 6.25457 -0.65447 -1.42788 0.00 0.01 0.00 0.10
H 5.12949 0.85986 0.18377 0.01 0.01 0.00 0.11
H 2.88872 0.29933 1.04756 0.00 0.02 -0.02 0.08
H 2.89678 -3.30607 -1.26813 0.00 0.00 -0.02 0.12
H 5.13753 -2.74021 -2.14851 0.00 0.00 0.00 0.10
H 3.11740 -3.45757 1.70573 0.00 -0.01 0.02 0.12
H 2.63044 -5.79712 2.34698 0.01 -0.01 0.00 0.10
H 0.46313 -6.81944 1.72889 -0.01 0.00 0.00 0.10
H -1.21985 -5.48741 0.47340 0.00 -0.01 0.01 0.08
H -0.71272 -3.15843 -0.16665 0.03 -0.05 0.01 0.04

---

Entry 4:
43
Properties=species:S:1:pos:R:3:forces:R:3:lowdin_charge:R:1 method="wB97M-V/def2-TZVPD" smiles="COc1ccc([C@@H]2C[C@@H](C(F)(F)F)n3nc(C(N)=O)c(Cl)c3N2)cc1OC" total_energy_ev=-49629.798 homo_energy_ev=-8.23 largest_force_ev_per_a=0.945
C -4.98723 -1.50712 -1.92195 -0.49 0.04 -0.14 -0.07
H -5.54390 -1.74181 -1.01277 0.03 0.02 -0.09 0.09
O -3.63221 -1.88525 -1.81843 0.28 -0.01 0.12 -0.06
C -2.80347 -1.34688 -0.88788 0.23 -0.04 0.02 -0.20
C -1.49990 -1.83032 -0.94416 -0.32 0.12 -0.01 0.02
C -0.51449 -1.39546 -0.07946 -0.02 0.08 0.13 -0.03
C -0.81817 -0.44998 0.88410 0.00 -0.10 0.07 -0.19
C -2.11893 0.03667 0.95891 0.01 -0.01 -0.05 0.03
C -3.11930 -0.38620 0.09564 -0.14 0.04 -0.06 -0.18
O -4.40369 0.08791 0.15646 0.27 -0.32 -0.23 -0.11
C -4.73060 1.05227 1.12561 -0.06 0.15 0.14 -0.08
H -5.78656 1.26881 0.97086 0.07 0.03 0.06 0.10
H -4.58673 0.67075 2.14151 0.01 0.02 -0.03 0.10
H -4.15174 1.97206 0.99309 0.00 -0.04 0.02 0.10
H -2.34697 0.76430 1.72177 -0.10 0.11 0.10 0.11
C 0.21458 0.10505 1.84869 -0.17 0.27 0.04 -0.25
N 1.42318 -0.68284 1.96478 -0.04 -0.26 0.25 0.10
C 2.34362 -0.57226 0.96277 0.69 -0.18 -0.21 -0.29
C 3.44714 -1.34303 0.62488 -0.20 0.13 -0.01 -0.56
C 4.04538 -0.67870 -0.46480 -0.77 0.09 0.54 -0.20
N 3.35544 0.41223 -0.77258 0.51 -0.07 -0.53 0.14
N 2.33902 0.46851 0.09572 0.06 -0.46 0.39 -0.03
C 1.32343 1.48346 0.06381 -0.22 0.60 -0.20 -0.13
C 0.63760 1.52493 1.43263 0.06 -0.17 -0.02 -0.05
H 1.34205 1.91218 2.17195 -0.04 0.03 -0.01 0.14
H -0.22961 2.18215 1.38815 0.05 -0.05 -0.03 0.13
H 0.59572 1.27163 -0.73528 0.15 0.06 0.17 0.17
C 1.95082 2.84621 -0.25529 0.02 0.16 -0.07 -0.60
F 1.03296 3.82289 -0.13268 -0.33 -0.06 0.08 0.14
F 2.42358 2.93171 -1.49763 -0.03 -0.11 -0.20 0.15
F 2.94786 3.15481 0.57742 0.18 -0.14 0.23 0.16
C 5.26118 -1.06303 -1.22026 0.16 0.22 -0.32 -0.51
O 5.90267 -2.06641 -0.99468 -0.02 -0.20 0.18 0.05
N 5.57021 -0.17271 -2.18676 0.13 0.19 -0.26 0.17
H 4.99360 0.64079 -2.31291 0.02 0.04 -0.04 0.09
H 6.38045 -0.32533 -2.76211 -0.06 -0.03 0.07 0.11
Cl 3.92062 -2.79420 1.39487 -0.12 -0.01 0.14 0.72
H 1.32872 -1.61400 2.34313 0.01 0.01 -0.03 0.14
H -0.23034 0.16098 2.84960 0.06 0.04 -0.16 0.16
H 0.47896 -1.80599 -0.16858 0.12 -0.06 0.00 0.11
H -1.28027 -2.56774 -1.69905 0.00 -0.10 -0.11 0.13
H -5.37994 -2.09640 -2.75037 0.00 0.05 0.06 0.09
H -5.09478 -0.44464 -2.14872 -0.01 -0.09 0.01 0.10

---

Entry 5:
45
Properties=species:S:1:pos:R:3:forces:R:3:lowdin_charge:R:1 method="wB97M-V/def2-TZVPD" spin_multiplicity=4 total_energy_ev=-84692.338 e_above_lowest_kj_mol=0.0 s2=3.758 homo_energy_ev="-6.26 / -9.08" largest_force_ev_per_a=5.237
V 0.14797 0.51611 0.13449 -0.10 2.64 0.68 0.69
O -1.82164 1.67571 -3.29671 0.11 0.25 -0.31 0.11
C -1.40661 1.49921 -2.18389 -1.95 -0.23 1.17 -0.44
N -0.16540 1.29062 -1.70438 2.36 1.30 -0.66 0.02
C 0.87272 2.21520 -1.91064 -0.07 0.29 -0.84 -0.41
O 0.84871 3.28041 -2.50891 -0.45 -0.70 0.18 0.08
C 2.19771 1.86541 -1.23371 1.76 -0.29 0.22 -0.15
C 3.42172 2.58143 -1.40358 -1.56 -0.52 -0.41 0.03
C 4.54266 2.17355 -0.70303 -0.25 -0.03 1.25 -0.06
C 4.44416 1.11738 0.20643 -0.17 -1.08 0.63 -0.04
C 3.22254 0.41695 0.30560 2.04 0.29 -1.23 -0.12
N 2.20310 0.78675 -0.44459 -1.53 0.28 0.37 0.01
C -2.43630 1.42045 -0.96619 -0.51 -0.93 0.02 -0.12
C -3.78253 1.80669 -1.00635 0.05 0.70 -3.58 -0.03
C -4.58591 1.99962 0.07797 0.98 -0.60 0.40 -0.07
C -3.96557 1.70887 1.29990 -0.19 -0.86 0.69 -0.03
C -2.67324 1.11705 1.31893 -1.36 0.42 -1.10 -0.09
N -1.96973 0.90244 0.18910 0.10 1.37 0.29 0.00
H 3.43469 3.40460 -2.10223 0.02 0.12 0.08 0.12
H 5.46109 2.74851 -0.69008 -0.03 -0.03 -0.47 0.11
H 5.29171 0.77824 0.85286 -0.76 0.52 -0.80 0.12
H 3.14776 -0.55551 0.78864 -0.18 0.46 0.43 0.12
H -4.27510 2.00723 -2.00946 1.16 -0.13 1.11 0.14
H -5.59545 2.32466 -0.18851 0.21 -0.08 1.07 0.12
H -4.55155 1.75594 2.22271 0.51 0.24 -0.16 0.11
H -2.15718 0.80944 2.21026 -0.20 -0.05 0.40 0.11
O 0.24607 2.97183 0.92508 0.84 -0.35 1.16 -0.35
Cl 0.88428 2.53944 2.20050 -2.97 -2.96 -3.15 0.80
O 0.20966 3.10291 3.30532 0.54 0.02 0.51 -0.28
O 2.28502 2.75374 2.13109 -0.02 -0.30 0.69 -0.28
O 0.47808 0.91497 2.14878 1.59 2.85 1.35 -0.48
O 0.51506 -1.35930 -0.04534 -0.90 -3.42 1.02 -0.61
S -0.71241 -2.25233 0.38556 1.14 1.56 -0.50 1.05
C -0.88026 -3.33418 -1.04759 -2.44 -0.18 0.84 -0.32
C 0.01719 -4.46086 -0.74299 1.12 -2.15 0.36 -0.27
C -0.14177 -4.87661 0.74921 -0.78 0.20 -0.25 -0.21
C -0.20848 -3.59401 1.61501 0.07 0.11 -2.09 -0.23
H -0.84146 -2.85027 -2.05063 0.24 0.03 1.11 0.13
H -1.94876 -3.68263 -0.85447 1.00 0.23 -0.65 0.12
H 1.07440 -4.27450 -0.97366 -0.28 0.26 0.06 0.13
H -0.26787 -5.35340 -1.30099 0.11 0.08 -0.37 0.12
H 0.66837 -5.53092 1.03089 0.38 -0.02 0.22 0.10
H -1.05247 -5.49815 0.86117 0.26 0.53 -0.04 0.12
H 0.75574 -3.32301 2.00037 0.50 0.37 0.08 0.09
H -0.93076 -3.53968 2.40806 -0.40 -0.21 0.23 0.08

---

Entry 6:
39
Properties=species:S:1:pos:R:3:forces:R:3:lowdin_charge:R:1 method="wB97M-V/def2-TZVPD" smiles="O=c1cc(CCC2CC3(CC3)C2)c2c(=O)[nH]c(C(F)F)nc2o1" total_energy_ev=-31406.195 e_above_lowest_kj_mol=145.6 homo_energy_ev=-9.19 largest_force_ev_per_a=6.476
O -3.11704 -3.34999 -0.01030 1.98 0.29 -1.80 0.09
O 0.43696 0.92250 -2.95722 0.83 -0.75 0.96 0.08
F 4.12268 -2.82623 -2.22832 -0.69 0.37 1.06 0.07
F 4.43840 -1.00449 -1.06056 0.63 1.11 -0.37 0.09
N 1.29101 -2.37438 -0.81009 0.82 -0.45 -0.10 0.21
O -0.97871 -2.77407 -0.28705 1.85 -0.16 -1.64 0.14
C -2.31032 -2.59567 -0.56013 -3.83 0.54 3.94 -0.40
C 0.66468 0.01703 -2.16615 -1.27 -0.30 -0.26 -0.34
C 2.29104 -1.66418 -1.32482 -6.45 0.25 0.54 -0.20
C -0.03333 -1.99599 -0.92162 0.29 2.79 0.25 -0.18
C -2.78871 -1.24723 -0.94067 2.29 0.37 -1.22 0.06
C -0.40252 -0.72825 -1.42740 -0.30 -1.19 -0.05 0.04
C -1.87074 -0.34524 -1.38494 -0.35 -0.48 -1.38 -0.12
N 1.98788 -0.47943 -1.94155 -1.96 -1.57 1.30 0.23
C 3.65512 -2.09762 -1.13412 1.87 0.94 -3.29 -0.30
C -2.44359 0.96939 -1.99258 2.10 -1.46 2.24 -0.12
C -1.90668 2.06663 -1.11100 -1.53 3.72 1.02 -0.16
C -1.56122 2.52432 3.61551 -0.08 -0.58 0.49 -0.07
C -0.34254 2.27661 2.73563 0.24 1.10 -0.32 -0.07
C -2.05795 3.54636 1.16704 0.10 -0.58 -1.34 -0.04
C -2.32995 1.40382 1.38925 -2.73 -1.73 -0.56 -0.14
C -2.69422 2.38853 0.26448 0.93 -0.69 -1.70 -0.20
C -1.75284 2.43028 2.16629 3.48 3.36 0.90 -0.51
H -3.83226 -0.91161 -0.91331 0.41 -0.97 0.11 0.14
H 2.65880 -0.15007 -2.53040 2.26 1.76 -1.89 0.12
H 3.83515 -2.54221 -0.25263 0.11 -2.65 2.85 0.13
H -2.07021 1.03064 -2.99611 0.02 0.26 -0.52 0.11
H -3.51422 0.93008 -1.93480 -0.53 -0.04 -0.23 0.11
H -1.95302 3.04044 -1.68649 0.25 -0.87 0.52 0.13
H -0.90069 1.96922 -0.75161 0.81 -0.41 -0.42 0.10
H -1.93147 1.64857 4.16164 0.18 0.45 0.06 0.11
H -1.75158 3.48701 4.08521 0.33 -0.19 0.02 0.11
H 0.43995 3.06704 2.54299 -1.20 -0.77 0.38 0.12
H 0.05529 1.27410 2.64232 -0.02 -0.08 0.39 0.09
H -1.18359 4.07357 0.67406 -0.96 -0.55 0.71 0.13
H -2.79661 4.24218 1.51625 -0.29 0.59 0.05 0.10
H -3.19782 1.01062 1.91814 -0.22 -0.58 -0.31 0.13
H -1.62929 0.64337 1.17547 0.44 -1.20 -0.58 0.10
H -3.76688 2.42954 0.04003 0.19 0.32 0.23 0.13